Entry 1:
Formula: C6H14N2O2
Source: the Open Molecules 2025 dataset
Level of theory: the ωB97M-V functional and the def2-TZVPD basis

Each atom is followed by the atoms it is bonded to, with distances in Å.
Positions of all 24 atoms, in Å:
1 C -1.585 -1.355 -2.202  N5 1.452, H7 1.155, H9 1.093, H10 1.037
2 C 0.332 1.885 -1.725  C3 1.520, H8 1.114, H11 1.082, H12 1.145
3 C -0.411 0.766 -2.435  C2 1.520, O4 1.220, N5 1.326
4 O -0.594 0.829 -3.640  C3 1.220
5 N -0.859 -0.216 -1.666  C1 1.452, C3 1.326, H6 0.999
6 H -0.687 -0.205 -0.683  N5 0.999
7 H -1.662 -1.294 -3.352  C1 1.155
8 H 0.500 1.619 -0.655  C2 1.114
9 H -1.066 -2.289 -1.976  C1 1.093
10 H -2.534 -1.372 -1.782  C1 1.037
11 H 1.269 1.992 -2.255  C2 1.082
12 H -0.308 2.831 -1.804  C2 1.145
13 C -0.023 -2.131 2.523  C15 1.530, H18 1.078, H21 1.104, H22 1.131
14 C 1.775 1.234 2.497  N17 1.469, H20 1.036, H23 1.134, H24 1.104
15 C 0.270 -0.677 2.149  C13 1.530, O16 1.237, N17 1.330
16 O -0.308 -0.112 1.212  C15 1.237
17 N 1.214 -0.073 2.864  C14 1.469, C15 1.330, H19 1.050
18 H 0.180 -2.269 3.573  C13 1.078
19 H 1.670 -0.596 3.653  N17 1.050
20 H 1.751 1.346 1.467  C14 1.036
21 H -1.103 -2.296 2.366  C13 1.104
22 H 0.532 -2.862 1.861  C13 1.131
23 H 1.188 2.056 3.011  C14 1.134
24 H 2.845 1.299 2.765  C14 1.104

Spin multiplicity: 2
Total charge: +1
⟨S²⟩: 0.7814
LUMO energy (alpha / beta), eV: -2.805 / -8.626
Energy above the lowest of the compared OMol25 structures with the same formula, charge and spin, kJ/mol: 64.9
Gap between HOMO and LUMO (alpha / beta), eV: 10.62 / 4.79

These are the natural (NBO) partial charges, in e, on atoms 1 to 4: -0.4756 -0.7149 0.5892 -0.3041


Entry 2:
Formula: C6H14N2S2
Source: the Open Molecules 2025 dataset
Level of theory: the ωB97M-V functional and the def2-TZVPD basis

Each atom is followed by the atoms it is bonded to, with distances in Å.
Positions of all 24 atoms, in Å:
1 C -2.755 0.270 0.061  S9 1.714, S10 1.667, H21 1.043
2 C 0.312 -0.209 1.018  C3 1.391, N8 1.372, H11 1.118
3 C 0.434 -1.453 0.407  C2 1.391, C4 1.497, N7 1.386
4 C 0.885 -1.866 -0.960  C3 1.497, H12 1.011, H13 1.067, H14 1.014
5 C 2.402 2.521 -0.461  C6 1.437, H15 1.151, H16 1.115, H17 1.180
6 C 1.621 1.319 -0.358  C5 1.437, N8 1.310, H18 1.032
7 N 0.049 -2.598 1.087  C3 1.386, H19 1.018, H20 0.991
8 N 1.008 0.939 0.736  C2 1.372, C6 1.310, H23 0.989
9 S -3.105 -0.299 -1.517  C1 1.714, H22 1.343
10 S -3.731 0.982 1.210  C1 1.667, H24 1.308
11 H -0.162 -0.300 2.026  C2 1.118
12 H 0.399 -2.727 -1.172  C4 1.011
13 H 0.754 -1.067 -1.656  C4 1.067
14 H 1.871 -2.030 -1.129  C4 1.014
15 H 3.321 2.599 0.228  C5 1.151
16 H 1.664 3.278 -0.107  C5 1.115
17 H 2.823 2.756 -1.538  C5 1.180
18 H 1.682 0.716 -1.193  C6 1.032
19 H -0.001 -2.520 2.100  N7 1.018
20 H 0.350 -3.437 0.655  N7 0.991
21 H -1.786 -0.046 0.282  C1 1.043
22 H -4.278 0.326 -1.713  S9 1.343
23 H 0.995 1.529 1.530  N8 0.989
24 H -4.753 1.320 0.467  S10 1.308

Total charge: +2
LUMO energy, eV: -8.956
Energy above the lowest of the compared OMol25 structures with the same formula, charge and spin, kJ/mol: 39.1
Gap between HOMO and LUMO, eV: 6.56

These are the natural (NBO) partial charges, in e, on atoms 1 to 4: -0.4156 -0.2907 0.3162 -0.6741